1.
51
Properties=species:S:1:pos:R:3 method="wB97M-V/def2-TZVPD" multiplicity=1 e_above_lowest_ev=0.000 total_charge=+3 energy_ha=-4988.75039 largest_force_ev_per_a=0.53
Ta 0.17555 0.26453 0.71666
N 1.19874 -3.98021 1.38368
C 1.17655 -2.96005 0.25878
C 1.67252 -3.60599 -1.03477
P -0.54736 -2.25323 0.08758
O -1.35991 -3.47661 -0.37832
O -0.40213 -1.04528 -0.84120
O -0.90842 -1.56328 1.40686
P 2.21058 -1.48465 0.73946
O 3.61673 -2.08706 0.90888
O 1.95215 -0.38708 -0.28060
O 1.52513 -0.85398 1.96395
H 0.61484 -4.79200 1.14472
H 0.85805 -3.59590 2.27414
H 2.15104 -4.33757 1.53385
H 1.03164 -4.43974 -1.32533
H 2.69722 -3.96465 -0.92417
H 1.65712 -2.87153 -1.84104
H -2.29517 -3.43090 -0.64576
H 4.42029 -1.55136 1.04104
O -0.63159 7.96167 0.33500
N -1.43385 7.07460 0.19941
O -2.63281 7.16054 0.09608
C -0.87902 5.69071 0.16708
C -1.75395 4.63795 0.01801
C -1.20795 3.35482 0.00262
C 0.16796 3.13689 0.10222
O 0.68328 1.91278 -0.03818
C 0.99451 4.23199 0.30429
C 0.48793 5.51807 0.31279
N 2.43597 4.01177 0.55426
O 3.19455 4.84581 0.16097
O 2.71917 3.00421 1.19335
N -2.11131 2.24304 -0.11001
O -3.23503 2.39036 -0.42516
O -1.70292 1.05079 0.21367
H -2.81738 4.82047 -0.07394
H 1.13868 6.37654 0.44117
Se 1.10570 1.87880 3.59590
N -0.24787 1.07360 2.59782
C -1.36628 1.04937 3.37743
C -2.62860 0.51541 3.06492
C -3.62481 0.61749 4.00393
C -3.44691 1.22848 5.27767
C -2.24007 1.73964 5.62428
C -1.17351 1.65446 4.67677
N 0.03617 2.11323 4.93234
H -2.81976 0.02014 2.12625
H -4.59882 0.20601 3.76963
H -4.28188 1.27098 5.96279
H -2.04940 2.20378 6.58222

2.
12
Properties=species:S:1:pos:R:3 method="wB97M-V/def2-TZVPD" smiles="CC#CC(C)=O" multiplicity=1 e_above_lowest_ev=1.407 total_charge=0 energy_ha=-269.29454 largest_force_ev_per_a=0.56
C 0.75875 -1.49206 2.08035
C 0.43852 -0.51282 1.04345
C 0.18355 0.31132 0.19795
C -0.12478 1.34285 -0.79113
C -1.01368 0.93074 -1.93968
O 0.32739 2.46441 -0.68751
H 0.08070 -2.35036 2.04055
H 1.78366 -1.85688 1.95619
H 0.68265 -1.03553 3.07233
H -0.43296 0.32341 -2.64350
H -1.85448 0.32391 -1.59417
H -1.37450 1.82658 -2.44943

3.
33
Properties=species:S:1:pos:R:3 method="wB97M-V/def2-TZVPD" s2=24.79 multiplicity=10 e_above_lowest_ev=0.000 total_charge=-1 energy_ha=-3064.80767 largest_force_ev_per_a=6.06
Fe -0.90586 -1.18648 1.72493
Cl -3.01528 -1.31744 2.27517
C 0.45780 -2.04744 0.53554
H 1.40469 -1.52503 0.76109
H 0.30350 -2.20841 -0.56098
H 0.57351 -3.08786 0.91727
Ho -0.43778 -0.35168 -1.94611
C -2.12318 0.73156 -3.19481
C -0.30418 -2.25973 -3.36226
C 1.16685 1.08180 -2.22625
H 0.73258 -2.47355 -3.67689
H -0.65493 -3.10131 -2.73510
H -0.94493 -2.21218 -4.26240
H -1.71037 1.72199 -3.45558
H -2.48931 0.25719 -4.12060
H -2.96712 0.88398 -2.50073
H 2.22248 0.92079 -2.41632
H 0.90979 2.14781 -2.23326
C -0.17242 2.60231 4.63145
C 1.09213 1.87090 4.15229
C 2.17031 2.87732 3.77036
C 1.61449 0.90572 5.20617
C 0.75779 1.01849 3.03143
C 0.24335 0.07814 2.38653
H 0.00961 3.14656 5.57004
H -0.99473 1.90285 4.80964
H -0.49643 3.33911 3.88698
H 2.45810 3.45375 4.65427
H 3.05208 2.35953 3.39121
H 1.81548 3.58274 3.00790
H 0.87950 0.13001 5.42295
H 2.51763 0.42654 4.83017
H 1.85863 1.41836 6.13443

4.
84
Properties=species:S:1:pos:R:3 method="wB97M-V/def2-TZVPD" multiplicity=1 e_above_lowest_ev=0.000 total_charge=+1 energy_ha=-2469.29987 largest_force_ev_per_a=1.11
Mg -0.41551 0.03316 -0.00242
N -0.03176 0.01075 2.17234
C 0.87041 -1.10212 2.49401
C 1.84462 -0.85010 3.66852
C 1.64148 -1.73303 4.90726
C 2.32101 -3.09882 4.76303
N 2.02382 -3.75442 3.49328
C 1.08566 -4.65293 3.28050
N 0.39999 -5.21868 4.28917
N 0.79525 -4.99938 2.01952
C 1.62708 -1.48060 1.19464
O 2.42869 -2.44290 1.25990
O 1.35428 -0.80175 0.16638
H 0.49011 0.88153 2.10060
H -0.74295 0.16587 2.87732
H 0.23987 -1.96565 2.72614
H 1.73178 0.19256 3.96420
H 2.87392 -0.96831 3.32105
H 0.57474 -1.84792 5.12643
H 2.09644 -1.24172 5.76846
H 2.06482 -3.75840 5.59272
H 3.39963 -2.95887 4.79951
H 2.30641 -3.24538 2.63273
H 0.71311 -5.09407 5.23545
H -0.16966 -6.02653 4.10941
H 1.18497 -4.43589 1.27246
H 0.10182 -5.69322 1.80811
C 0.40554 0.82044 -4.25122
C 0.42284 0.89953 -2.85464
N -0.19018 0.02126 -2.08808
C -0.85852 -1.00043 -2.66413
C -0.92952 -1.16545 -4.05246
C -0.27130 -0.21178 -4.84835
C -1.65334 -2.27506 -4.60267
C -2.27373 -3.16312 -3.79979
C -2.22453 -3.02402 -2.37316
C -2.86256 -3.92143 -1.50424
C -2.76505 -3.73973 -0.14664
C -2.03173 -2.65363 0.33240
N -1.43696 -1.77755 -0.45782
C -1.52138 -1.95244 -1.79987
H 0.91961 1.56571 -4.84159
H 0.93718 1.70394 -2.34219
H -0.30908 -0.30575 -5.92746
H -1.68919 -2.38666 -5.68005
H -2.81767 -4.00376 -4.21502
H -3.43053 -4.74748 -1.91787
H -3.25998 -4.40894 0.54575
H -1.92662 -2.48940 1.40004
N -1.27961 1.74677 0.16261
P -2.79545 1.87468 0.36375
C -3.40636 1.47985 2.05983
C -3.33977 0.16022 2.51336
C -3.62769 -0.16261 3.83171
C -3.97586 0.84081 4.72879
C -4.04222 2.15621 4.29457
C -3.76450 2.47351 2.96863
C -3.45164 3.54860 0.07281
C -2.60444 4.61478 0.37315
C -3.04390 5.92222 0.22182
C -4.32996 6.17040 -0.24277
C -5.17360 5.11376 -0.55512
C -4.73820 3.80443 -0.39339
C -3.87217 0.86705 -0.73969
C -4.89856 0.01169 -0.34496
C -5.60807 -0.72061 -1.29265
C -5.32047 -0.58274 -2.64263
C -4.31953 0.29063 -3.05121
C -3.59272 0.99718 -2.10524
H -3.07026 -0.61879 1.81011
H -3.59479 -1.19589 4.16139
H -4.20564 0.59528 5.75894
H -4.31624 2.94070 4.98966
H -3.83134 3.50197 2.63568
H -1.59670 4.39386 0.70823
H -2.38695 6.74848 0.46304
H -4.67298 7.19044 -0.36846
H -6.17204 5.31146 -0.92472
H -5.40240 2.98118 -0.63214
H -5.17178 -0.06302 0.70023
H -6.40824 -1.37987 -0.97595
H -5.88886 -1.13930 -3.37902
H -4.11067 0.41883 -4.10703
H -2.81011 1.68640 -2.40740

5.
34
Properties=species:S:1:pos:R:3 method="wB97M-V/def2-TZVPD" multiplicity=1 e_above_lowest_ev=0.000 total_charge=+1 energy_ha=-2565.34967 largest_force_ev_per_a=2.92
Hg 2.35269 -0.64909 1.95614
Cl 0.73055 1.03563 0.85572
C 2.96899 -4.28941 -1.40011
O 1.56550 -4.39523 -1.12680
P 0.79761 -3.12224 -0.53140
O 1.52748 -2.37181 0.51437
O -0.52523 -3.76345 0.01212
C -1.41649 -4.46179 -0.88286
O 0.41582 -2.31754 -1.84836
C -0.62564 -1.33520 -1.76528
H 3.18907 -3.33005 -1.87180
H 3.22890 -5.06013 -2.12168
H 3.53379 -4.42186 -0.47869
H -1.06477 -4.62615 -1.90064
H -2.34418 -3.90395 -1.01094
H -1.65095 -5.40767 -0.40285
H -0.79146 -0.88682 -0.78504
H -1.55454 -1.74636 -2.15596
H -0.37852 -0.47448 -2.38685
C -0.01478 4.55759 2.75011
C -1.43535 3.99175 2.66770
O -1.46992 2.60444 2.89556
O 0.85575 4.15522 1.66663
H 0.46276 4.21898 3.67370
H 0.04693 5.64374 2.72357
H -1.85668 4.31581 1.70966
H -2.01175 4.54554 3.40964
H -0.94249 2.19604 2.20390
H 0.79005 3.21175 1.48397
C -0.79869 3.10681 -1.49797
Cl -2.52019 2.99375 -1.80318
Cl -0.13428 4.62565 -2.10344
H -0.61585 3.07235 -0.42687
H -0.31414 2.28817 -2.02207

6.
16
Properties=species:S:1:pos:R:3 method="wB97M-V/def2-TZVPD" multiplicity=1 e_above_lowest_ev=2.981 total_charge=0 energy_ha=-288.67250 largest_force_ev_per_a=0.83
C -1.78113 -0.54893 -0.08287
C -0.92797 0.29493 0.81513
C 0.59749 0.06076 0.93439
C 1.13824 1.08278 -0.10094
C 0.26714 0.24372 -1.05678
C 0.81903 -0.99390 -0.14812
N -1.09358 0.61630 -0.60914
H -2.86378 -0.46223 -0.02380
H -1.43039 -1.50405 -0.45508
H -1.42543 0.93445 1.54010
H 0.99903 -0.00571 1.94704
H 0.91894 2.14476 0.03074
H 2.19863 0.92550 -0.32033
H 0.34562 0.35203 -2.14394
H 0.37972 -1.97455 0.08148
H 1.86447 -1.17115 -0.40378

7.
9
Properties=species:S:1:pos:R:3 method="wB97M-V/def2-TZVPD" smiles="N#CC1=NC(=O)N=C1" multiplicity=1 e_above_lowest_ev=0.806 total_charge=0 energy_ha=-392.45152 largest_force_ev_per_a=4.34
N 2.99268 -0.64637 0.09114
C 1.87988 -0.45425 -0.06838
C 0.51635 -0.09372 -0.05632
N -0.20336 -1.12266 -0.20148
C -1.53023 -0.53355 -0.03938
O -2.54051 -1.12150 0.12651
N -1.38834 0.87749 -0.10030
C -0.18423 1.15550 0.00735
H 0.45777 1.93906 0.24085

8.
25
Properties=species:S:1:pos:R:3 method="wB97M-V/def2-TZVPD" s2=8.77 multiplicity=6 e_above_lowest_ev=0.447 total_charge=+1 energy_ha=-716.35604 largest_force_ev_per_a=5.46
O -0.55199 -2.08628 -0.12702
C -0.48450 -0.85563 -0.71806
C -0.73620 0.28392 0.24720
O -1.88286 -0.07616 1.03168
C -2.05968 0.54774 2.30339
C -2.96486 -0.37999 3.11540
O -2.52001 -1.69718 3.06806
Ir -1.70966 -2.03815 1.39249
H -1.13295 -0.77084 -1.60915
H -0.91374 1.23641 -0.27485
H 0.11603 0.41980 0.93914
H -2.49563 1.55081 2.17965
H -1.07354 0.64244 2.79040
H -3.99693 -0.28590 2.71884
H -2.99229 0.01416 4.14954
H 0.68117 -0.61658 -1.57999
O 3.02620 -1.22604 -2.48661
C 3.02591 1.53181 -1.81603
O 2.26709 0.93472 -2.84952
C 1.94193 -0.38953 -2.66695
H 3.01247 2.61315 -1.98761
H 2.58134 1.31759 -0.82975
H 4.07004 1.18142 -1.82960
H 1.39896 -0.71898 -3.55931
H 3.39371 -1.13270 -1.60133

What did the third record say?
33
Properties=species:S:1:pos:R:3 method="wB97M-V/def2-TZVPD" s2=24.79 multiplicity=10 e_above_lowest_ev=0.000 total_charge=-1 energy_ha=-3064.80767 largest_force_ev_per_a=6.06
Fe -0.90586 -1.18648 1.72493
Cl -3.01528 -1.31744 2.27517
C 0.45780 -2.04744 0.53554
H 1.40469 -1.52503 0.76109
H 0.30350 -2.20841 -0.56098
H 0.57351 -3.08786 0.91727
Ho -0.43778 -0.35168 -1.94611
C -2.12318 0.73156 -3.19481
C -0.30418 -2.25973 -3.36226
C 1.16685 1.08180 -2.22625
H 0.73258 -2.47355 -3.67689
H -0.65493 -3.10131 -2.73510
H -0.94493 -2.21218 -4.26240
H -1.71037 1.72199 -3.45558
H -2.48931 0.25719 -4.12060
H -2.96712 0.88398 -2.50073
H 2.22248 0.92079 -2.41632
H 0.90979 2.14781 -2.23326
C -0.17242 2.60231 4.63145
C 1.09213 1.87090 4.15229
C 2.17031 2.87732 3.77036
C 1.61449 0.90572 5.20617
C 0.75779 1.01849 3.03143
C 0.24335 0.07814 2.38653
H 0.00961 3.14656 5.57004
H -0.99473 1.90285 4.80964
H -0.49643 3.33911 3.88698
H 2.45810 3.45375 4.65427
H 3.05208 2.35953 3.39121
H 1.81548 3.58274 3.00790
H 0.87950 0.13001 5.42295
H 2.51763 0.42654 4.83017
H 1.85863 1.41836 6.13443